32
Properties=species:S:1:pos:R:3:nbo_charge:R:1 method="wB97M-V/def2-TZVPD" smiles="COC(=O)C(CN(C)C)(OC)C(=O)OC" de_lowest_ev=1.316 homo_ha=-0.292 max_force_ev_per_a=2.14
C 3.555 0.470 1.284 -0.27
O 2.204 -0.143 1.380 -0.51
C 1.217 0.528 0.754 0.81
O 1.401 1.605 0.198 -0.62
C -0.149 -0.217 0.510 0.07
C -0.531 0.274 -0.917 -0.22
N 0.479 0.105 -1.903 -0.48
C 0.259 -1.041 -2.750 -0.40
C 1.112 1.237 -2.564 -0.40
O -0.139 -1.603 0.583 -0.53
C -0.589 -2.185 1.909 -0.26
C -1.317 0.426 1.320 0.79
O -1.098 1.321 2.103 -0.58
O -2.535 -0.084 1.005 -0.53
C -3.723 0.612 1.451 -0.26
H 4.241 -0.387 1.172 0.20
H 3.565 1.132 0.412 0.22
H 3.734 1.081 2.182 0.20
H -0.714 1.377 -0.770 0.23
H -1.450 -0.354 -1.218 0.21
H 1.005 -0.976 -3.549 0.20
H 0.436 -1.979 -2.199 0.20
H -0.762 -1.055 -3.178 0.16
H 1.741 0.784 -3.337 0.19
H 0.403 1.939 -3.027 0.17
H 1.780 1.783 -1.895 0.22
H -0.282 -3.215 1.771 0.21
H -0.156 -1.653 2.780 0.19
H -1.685 -2.122 1.928 0.19
H -4.584 -0.059 1.316 0.20
H -3.574 0.939 2.469 0.21
H -3.842 1.462 0.780 0.19

60
Properties=species:S:1:pos:R:3:nbo_charge:R:1 method="wB97M-V/def2-TZVPD" smiles="CC(C)=O.CC(C)=O.CC(C)=O.CC(C)=O.CC(C)=O.CC(C)=O" de_lowest_ev=9.402 homo_ha=-0.353 max_force_ev_per_a=9.98
C -1.995 -0.445 -2.534 -0.71
C -1.446 0.288 -3.724 0.58
C -0.756 -0.500 -4.770 -0.73
O -1.647 1.598 -3.914 -0.59
H -1.173 -1.067 -2.248 0.23
H -2.755 -1.101 -2.731 0.25
H -2.490 0.269 -1.705 0.23
H -0.662 0.233 -5.611 0.26
H -1.252 -1.398 -4.933 0.23
H 0.261 -0.728 -4.394 0.24
C 1.542 4.270 -3.147 -0.69
C 2.267 5.055 -1.997 0.62
C 2.453 6.500 -2.240 -0.71
O 2.685 4.552 -0.821 -0.60
H 1.452 3.428 -2.712 0.21
H 2.255 4.315 -3.951 0.24
H 0.452 4.739 -3.125 0.25
H 1.715 6.988 -1.596 0.25
H 2.383 6.767 -3.274 0.22
H 3.217 6.690 -1.772 0.23
C -0.538 -0.911 4.905 -0.72
C -0.440 0.313 5.757 0.59
C -1.089 1.583 5.220 -0.73
O 0.338 0.291 6.877 -0.57
H -0.190 -1.788 5.238 0.23
H -0.321 -0.759 3.849 0.27
H -1.602 -1.011 4.692 0.23
H -0.459 2.281 4.790 0.24
H -1.566 1.880 6.133 0.25
H -1.930 1.514 4.663 0.22
C -2.142 -3.197 2.626 -0.73
C -2.005 -3.485 1.071 0.61
C -1.424 -4.843 0.775 -0.75
O -2.304 -2.581 0.330 -0.54
H -1.337 -3.456 3.307 0.23
H -3.107 -3.692 3.061 0.23
H -2.261 -2.095 2.804 0.22
H -2.188 -5.467 0.181 0.24
H -1.242 -5.439 1.691 0.23
H -0.547 -4.941 0.128 0.27
C 0.708 1.341 -0.116 -0.70
C -0.126 0.539 0.893 0.59
C -1.482 1.076 1.242 -0.73
O 0.210 -0.713 1.305 -0.60
H 0.170 1.317 -0.897 0.22
H 1.536 0.675 -0.227 0.23
H 1.031 2.366 0.183 0.26
H -1.449 2.201 1.591 0.24
H -2.070 0.315 2.069 0.24
H -2.163 1.199 0.429 0.25
C 1.431 -1.985 -2.182 -0.69
C 2.213 -3.120 -1.390 0.62
C 3.368 -2.568 -0.481 -0.72
O 1.882 -4.383 -1.602 -0.56
H 1.239 -1.113 -1.562 0.22
H 0.477 -2.240 -2.506 0.22
H 1.972 -1.715 -2.893 0.20
H 3.097 -2.008 0.336 0.25
H 4.156 -2.382 -1.021 0.23
H 3.665 -3.465 -0.045 0.24

7
Properties=species:S:1:pos:R:3:nbo_charge:R:1 method="wB97M-V/def2-TZVPD" smiles="N#[N+]C=[NH2+]" de_lowest_ev=0.000 homo_ha=-1.000 total_charge=+2 max_force_ev_per_a=5.09
N 1.961 1.047 0.867 0.64
N 1.150 0.401 0.522 0.05
C 0.197 -0.454 0.085 0.33
N -0.866 0.030 -0.376 -0.46
H 0.200 -1.606 0.268 0.39
H -1.620 -0.528 -0.823 0.53
H -1.022 1.111 -0.542 0.52

9
Properties=species:S:1:pos:R:3:nbo_charge:R:1 method="wB97M-V/def2-TZVPD" de_lowest_ev=4.125 homo_ha="-0.343 / -0.343" max_force_ev_per_a=2.81
C 2.048 -0.407 -0.449 0.48
N -0.352 -0.018 -0.677 -0.44
N -0.632 -0.261 0.547 0.52
O -0.227 -1.473 1.005 -0.50
O 2.470 0.568 -0.828 -0.50
O -1.219 0.450 1.397 -0.44
S -0.836 1.499 -1.278 0.19
H 0.046 -2.149 0.270 0.52
H -1.297 1.793 0.014 0.17